# 1
Below is a molecular structure, C16H36As2CsF12P at a distorted geometry, with properties calculated with ωB97M-V with the def2-TZVPD basis set.

Kohn-Sham gap (eV): 10.7
Lowest unoccupied orbital energy (eV): -0.856
ΔE to the lowest compared entry with this formula, charge and spin (kcal per mole): 15.5

Each line ends with the Mulliken charge.
Element x y z (Å)
Cs1 -4.873 3.030 -0.109  1.13
C1 -1.536 2.073 -1.126  -0.92
C2 -0.436 1.828 -2.162  -0.99
C3 0.857 1.430 -1.460  -0.53
C4 0.766 -0.095 -1.155  -1.15
P1 2.174 -0.733 -0.223  1.42
C5 2.302 0.290 1.276  -1.35
C6 1.376 0.046 2.497  -1.01
C7 -0.111 0.231 2.214  0.79
C8 -0.920 -0.068 3.480  -1.65
C9 1.933 -2.496 0.174  -1.16
C10 0.516 -2.968 0.456  0.07
C11 0.552 -4.445 0.851  -0.79
C12 0.858 -5.412 -0.303  -1.20
C13 3.680 -0.341 -1.139  -1.23
C14 4.835 -1.321 -0.981  -0.54
C15 6.024 -0.979 -1.897  -0.70
C16 6.756 0.292 -1.485  -1.17
H1 -1.316 2.849 -0.389  0.39
H2 -1.721 1.161 -0.553  0.38
H3 -2.446 2.365 -1.649  0.14
H4 -0.356 2.689 -2.833  0.42
H5 -0.797 1.101 -2.899  0.40
H6 0.925 2.048 -0.568  0.19
H7 1.712 1.617 -2.112  0.38
H8 0.765 -0.554 -2.146  0.68
H9 -0.163 -0.315 -0.634  0.37
H10 2.282 1.349 1.008  0.62
H11 3.346 0.200 1.609  0.60
H12 1.700 0.751 3.264  0.55
H13 1.618 -0.953 2.869  0.23
H14 -0.449 -0.418 1.404  -0.31
H15 -0.292 1.249 1.858  0.30
H16 -0.635 0.564 4.320  0.41
H17 -0.731 -1.104 3.769  0.35
H18 -1.984 0.033 3.273  0.37
H19 2.504 -2.652 1.098  0.55
H20 2.479 -3.063 -0.583  0.50
H21 -0.187 -2.842 -0.371  0.42
H22 0.083 -2.367 1.258  -0.18
H23 -0.388 -4.785 1.288  0.43
H24 1.285 -4.645 1.639  0.40
H25 1.686 -5.055 -0.919  0.28
H26 -0.021 -5.618 -0.913  0.32
H27 1.162 -6.394 0.065  0.37
H28 3.987 0.616 -0.702  0.50
H29 3.469 -0.116 -2.188  0.54
H30 4.465 -2.333 -1.169  0.29
H31 5.109 -1.347 0.080  0.41
H32 5.667 -0.988 -2.926  0.37
H33 6.712 -1.821 -1.788  0.36
H34 6.076 1.143 -1.552  0.31
H35 7.563 0.510 -2.189  0.38
H36 7.260 0.207 -0.524  0.30
As1 -6.946 6.403 -0.436  1.98
F1 -6.743 4.882 -1.362  -0.57
F2 -5.536 7.101 -1.182  -0.48
F3 -7.174 7.846 0.496  -0.48
F4 -8.342 5.655 0.304  -0.48
F5 -5.879 5.691 0.790  -0.54
F6 -7.959 7.041 -1.693  -0.48
As2 -5.241 -1.150 0.717  2.04
F7 -4.941 0.136 -0.470  -0.53
F8 -6.889 -1.361 0.209  -0.49
F9 -5.419 -2.495 1.829  -0.50
F10 -3.595 -0.960 1.296  -0.51
F11 -5.778 0.075 1.867  -0.51
F12 -4.675 -2.309 -0.463  -0.50

=====

# 2
Below is a gas-phase ion, CNO4S (charge -1) at a distorted geometry, with properties calculated with ωB97M-V with the def2-TZVPD basis set.

Kohn-Sham gap (eV): 8.4
Lowest unoccupied orbital energy (eV): 3.556
ΔE to the lowest compared entry with this formula, charge and spin (kcal per mole): 73.8
Net charge: -1

Each line ends with the Mulliken charge.
Element x y z (Å)
O1 2.236 0.911 -0.420  -0.68
N1 1.256 0.246 -0.150  1.11
O2 1.386 -0.858 0.337  -0.59
O3 0.076 0.685 -0.311  -0.44
C1 -1.313 -0.245 0.192  0.44
O4 -1.001 -1.307 0.586  -0.40
S1 -2.641 0.569 -0.234  -0.45

=====

# 3
Below is 5 unconnected molecules or ions with the total composition C11H25Cl2NO17PS4, with properties calculated with ωB97M-V with the def2-TZVPD basis set.

Kohn-Sham gap (eV): 8.5
Lowest unoccupied orbital energy (eV): -3.761
Net charge: +1

Each line ends with the Mulliken charge.
Element x y z (Å)
C1 -0.415 -2.813 1.139  -1.61
C2 0.934 -3.364 1.520  0.35
Cl1 0.794 -4.874 2.500  -0.15
C3 1.759 -3.764 0.302  -0.31
Cl2 1.974 -2.494 -0.873  -0.04
N1 3.127 -4.294 0.754  -0.26
P1 4.341 -3.168 1.502  0.37
O1 4.856 -2.133 0.615  -0.44
H1 -0.328 -1.794 0.767  0.44
H2 -0.900 -3.452 0.400  0.36
H3 -1.046 -2.777 2.025  0.45
H4 1.477 -2.646 2.136  0.28
H5 1.293 -4.620 -0.183  0.46
H6 3.577 -4.779 -0.029  0.41
H7 2.880 -5.018 1.456  0.41
H8 3.668 -2.810 2.672  0.14
H9 5.272 -4.121 1.930  0.17
C4 8.063 -2.752 -0.862  -0.24
C5 6.874 -3.051 -1.757  -0.16
O2 7.418 -2.987 -3.073  -0.34
S1 8.928 -3.526 -3.078  1.08
O3 8.951 -4.893 -3.445  -0.52
O4 9.730 -2.568 -3.740  -0.51
O5 9.144 -3.441 -1.495  -0.33
H10 8.281 -1.683 -0.828  0.31
H11 7.957 -3.136 0.149  0.24
H12 6.080 -2.317 -1.663  0.29
H13 6.482 -4.060 -1.588  0.19
C6 -2.400 2.974 2.295  -0.35
C7 -2.144 3.011 0.802  -0.11
O6 -1.833 1.632 0.484  -0.31
S2 -2.688 0.665 1.401  1.01
O7 -3.848 0.212 0.719  -0.46
O8 -1.812 -0.306 1.966  -0.52
O9 -3.114 1.732 2.482  -0.33
H14 -1.477 2.940 2.873  0.31
H15 -3.028 3.789 2.644  0.32
H16 -1.305 3.639 0.527  0.16
H17 -3.033 3.309 0.246  0.27
C8 -0.089 6.243 -1.307  -0.31
C9 -0.065 7.759 -1.256  -0.39
O10 -1.318 8.088 -0.629  -0.29
S3 -1.706 7.002 0.454  1.12
O11 -1.298 7.408 1.748  -0.54
O12 -3.033 6.561 0.219  -0.54
O13 -0.679 5.874 -0.046  -0.27
H18 -0.721 5.873 -2.115  0.29
H19 0.900 5.798 -1.367  0.31
H20 -0.046 8.224 -2.236  0.30
H21 0.752 8.138 -0.641  0.30
C10 -7.673 0.395 -0.208  -0.27
C11 -7.007 -0.948 0.012  -0.27
O14 -8.048 -1.889 -0.288  -0.33
S4 -8.971 -1.332 -1.464  1.09
O15 -8.548 -1.856 -2.712  -0.54
O16 -10.321 -1.442 -1.051  -0.52
O17 -8.480 0.184 -1.376  -0.33
H22 -8.318 0.674 0.626  0.30
H23 -6.966 1.193 -0.418  0.26
H24 -6.682 -1.105 1.036  0.30
H25 -6.171 -1.103 -0.671  0.29

=====

# 4
Below is a molecular structure, C11H22N6O8STc at a distorted geometry, with properties calculated with ωB97M-V with the def2-TZVPD basis set.

Kohn-Sham gap (alpha / beta) (eV): 8.5 / 8.4
Lowest unoccupied orbital energy (alpha / beta) (eV): -7.383 / -7.465
ΔE to the lowest compared entry with this formula, charge and spin (kcal per mole): 0.0
Multiplicity: 2
Net charge: +2

Each line ends with the Mulliken charge.
Element x y z (Å)
Tc1 -0.039 -0.146 -1.105  0.36
O1 -0.402 -0.943 -3.002  -0.20
C1 0.437 -2.085 -3.329  -0.49
C2 0.388 -2.946 -2.091  -0.74
N1 0.823 -2.192 -0.871  0.22
C3 2.298 -2.146 -0.753  -0.44
C4 2.823 -0.849 -1.304  0.36
O2 3.964 -0.595 -1.500  -0.52
O3 1.822 0.040 -1.539  -0.49
C5 0.193 -2.816 0.310  -0.43
C6 -1.239 -2.353 0.377  0.32
O4 -2.118 -2.923 0.935  -0.54
O5 -1.392 -1.165 -0.241  -0.29
H1 -0.764 -0.487 -3.772  0.30
H2 0.003 -2.620 -4.171  0.49
H3 1.436 -1.736 -3.589  0.37
H4 -0.644 -3.263 -1.936  0.35
H5 1.005 -3.837 -2.214  0.43
H6 2.591 -2.204 0.295  0.38
H7 2.771 -2.979 -1.273  0.40
H8 0.238 -3.904 0.272  0.43
H9 0.700 -2.470 1.211  0.32
N2 0.485 2.190 -1.723  -0.28
N3 -0.526 3.058 -1.292  -0.29
C7 -1.754 2.512 -1.093  0.72
N4 -2.780 3.315 -0.879  -0.36
N5 -1.781 1.182 -1.177  0.16
N6 -3.077 0.586 -1.290  0.91
O6 -3.160 -0.268 -2.126  -0.55
O7 -3.945 0.976 -0.545  -0.69
H10 1.353 2.401 -1.240  0.36
H11 0.654 2.283 -2.724  0.29
H12 -0.418 4.054 -1.414  0.21
H13 -2.717 4.303 -1.061  0.20
H14 -3.670 2.919 -0.607  0.21
O8 0.504 0.315 0.867  -0.17
S1 0.007 1.494 1.755  0.38
C8 1.448 1.900 2.765  -0.85
C9 1.397 0.974 3.977  -0.50
C10 -0.070 0.943 4.393  -0.69
C11 -0.874 0.677 3.120  -0.51
H15 1.328 2.947 3.051  0.48
H16 2.322 1.805 2.121  0.38
H17 2.043 1.350 4.769  0.42
H18 1.747 -0.023 3.706  0.24
H19 -0.359 1.901 4.829  0.31
H20 -0.279 0.172 5.132  0.37
H21 -1.904 1.030 3.140  0.50
H22 -0.866 -0.376 2.833  0.16